This record from OMol25 describes a molecular structure, C6H10GaO6 in a non-equilibrium geometry. The level of theory is the ωB97M-V functional and the def2-TZVPD basis.

The geometry in XYZ format:
```
23
Properties=species:S:1:pos:R:3:mulliken_spin:R:1
O 1.494 2.410 0.369 0.000
C 2.228 1.352 0.186 0.000
O 1.610 0.217 0.105 -0.001
C 0.775 -0.218 1.212 0.000
C 0.280 -1.615 0.911 0.000
C -0.240 -1.844 -0.509 -0.001
C -1.045 -0.716 -1.121 0.000
O -2.112 -0.362 -0.228 0.121
C -2.687 0.811 -0.416 -0.067
O -2.587 1.503 -1.401 0.842
O -3.397 1.115 0.665 0.099
H -0.040 0.508 1.319 -0.001
H 1.387 -0.210 2.121 0.000
H -0.511 -1.822 1.647 0.000
H 1.090 -2.331 1.110 0.000
H -0.846 -2.761 -0.519 0.001
H 0.605 -2.026 -1.187 0.001
H -1.480 -1.037 -2.076 0.005
H -0.435 0.177 -1.308 0.004
H -3.775 1.997 0.562 -0.003
Ga 4.407 0.239 -0.898 0.000
O 3.336 1.484 -0.361 0.000
H 1.943 3.128 -0.183 0.000
```

The total charge is +2. For the relative energy (zero: lowest compared OMol25 entry of this formula, charge and spin), the calculation gives 0.0 kcal per mole. The calculation puts the HOMO energy (alpha / beta) at -16.4746 / -16.4746 eV. As for the expectation value of S²: 0.76. For the HOMO-LUMO gap (alpha / beta), the calculation gives 8.977 / 2.920 eV. The spin multiplicity is 2.

=====

This record from OMol25 describes C9H12O6 in the gas phase in a non-equilibrium geometry. The level of theory is the ωB97M-V functional and the def2-TZVPD basis.

The geometry in XYZ format:
```
27
Properties=species:S:1:pos:R:3:nbo_charge:R:1
O 3.475 -2.491 0.860 -0.670
O 1.628 -3.367 3.049 -0.683
O -0.627 -1.402 3.155 -0.662
O 1.807 -0.746 0.584 -0.422
O -0.945 1.756 -1.134 -0.535
O 0.334 1.956 0.787 -0.524
C 2.340 -1.846 1.248 0.486
C 1.493 -2.269 2.220 0.082
C 0.429 -1.327 2.265 0.220
C 0.623 -0.466 1.208 0.160
C -0.857 3.892 -0.112 -0.639
C 1.170 2.924 -1.268 -0.645
C -0.084 2.640 -0.395 0.524
C -0.698 0.452 -0.640 -0.088
C -0.268 0.671 0.800 0.032
H 3.835 -2.015 0.110 0.499
H 2.415 -3.878 2.768 0.499
H -0.472 -2.237 3.670 0.495
H -1.100 4.446 -0.992 0.222
H -1.807 3.594 0.434 0.221
H -0.245 4.556 0.537 0.220
H 0.926 3.592 -2.129 0.211
H 1.956 3.407 -0.680 0.217
H 1.541 1.979 -1.653 0.213
H -1.562 -0.229 -0.647 0.202
H 0.133 0.018 -1.206 0.168
H -1.152 0.678 1.447 0.199
```

Its SMILES is CC1(C)OC[C@@H](c2oc(O)c(O)c2O)O1. For the relative energy (zero: lowest compared OMol25 entry of this formula, charge and spin), the calculation gives 0.0 kcal per mole. The calculation puts the HOMO energy at -7.9304 eV. For the HOMO-LUMO gap, the calculation gives 8.279 eV. The spin multiplicity is 1.

=====

This record from OMol25 describes a molecular structure, C13H25EuN4O2P2 in a non-equilibrium geometry. The level of theory is the ωB97M-V functional and the def2-TZVPD basis.

The geometry in XYZ format:
```
47
Properties=species:S:1:pos:R:3:mulliken_spin:R:1
C 1.835 -1.145 -2.934 -0.014
C 1.398 -0.981 -1.585 0.055
N 0.185 -0.352 -1.319 0.007
C -0.673 -0.157 -2.339 0.007
C -0.293 -0.363 -3.669 -0.020
C 0.980 -0.838 -3.974 0.006
C 2.216 -1.475 -0.497 -0.003
P 1.549 -1.959 1.099 0.029
Eu 0.279 0.911 1.087 5.251
P -2.580 1.269 -0.672 0.460
C -2.131 0.230 -2.067 -0.119
O 4.100 0.819 -0.114 -0.001
O 2.427 1.542 2.207 -0.001
H 2.854 -1.519 -3.099 0.000
H -1.032 -0.158 -4.447 -0.001
H 1.284 -0.993 -5.010 0.002
C 1.258 -3.744 0.713 0.002
C 3.098 -2.072 2.114 0.006
H -2.509 0.782 -2.941 0.009
H -2.730 -0.696 -1.973 0.006
H 3.651 -0.035 -0.315 -0.001
H 3.166 -1.943 -0.809 0.003
C -4.321 1.193 -0.297 0.058
C -2.026 2.926 -0.996 0.183
H 0.591 3.190 0.209 0.031
H 2.633 2.406 2.615 0.002
H 3.241 1.313 1.703 -0.003
H 4.286 1.225 -0.977 -0.001
H -2.009 0.746 0.504 0.133
H 0.068 3.676 0.457 -0.003
H 2.242 -4.211 0.571 0.000
H 0.690 -4.289 1.480 0.002
H 0.709 -3.822 -0.236 0.000
H 3.729 -2.858 1.684 -0.001
H 3.675 -1.131 2.168 0.003
H 2.824 -2.345 3.146 -0.002
H -2.647 3.417 -1.764 -0.042
H -2.086 3.514 -0.072 -0.002
H -0.985 2.925 -1.348 -0.070
H -4.835 1.907 -0.947 0.003
H -4.726 0.186 -0.442 -0.001
H -4.460 1.478 0.750 -0.002
N -1.279 0.631 2.913 0.013
C -2.040 0.522 3.816 0.010
N -2.708 0.492 4.886 0.002
C -3.920 0.066 5.166 0.001
N -4.981 -0.279 5.554 0.001
```

For the relative energy (zero: lowest compared OMol25 entry of this formula, charge and spin), the calculation gives 54.7 kcal per mole. The calculation puts the HOMO energy (alpha / beta) at -3.7630 / -5.9833 eV. As for the expectation value of S²: 12.01. For the HOMO-LUMO gap (alpha / beta), the calculation gives 3.703 / 5.871 eV. The spin multiplicity is 7.